Computed, not measured: the ion C6H8N2S2 with charge +2 at a distorted geometry, with wB97M-V/def2-TZVPD.

CARTESIAN COORDINATES (ANGSTROEM)
C  -2.578  0.735  -0.118
C  -0.166  1.525  0.130
C  -0.751  -0.667  0.191
C  0.923  -0.533  0.128
C  -3.225  -0.595  -0.032
C  3.475  -0.836  0.031
N  1.040  0.817  0.068
N  -1.202  0.674  0.052
S  -1.936  -1.791  0.086
S  2.030  -1.803  -0.044
H  -3.011  1.601  -0.668
H  -0.269  2.628  0.130
H  -4.025  -0.539  0.742
H  -3.805  -0.924  -0.921
H  4.521  -1.312  0.118
H  3.356  -0.085  0.868
H  3.620  -0.147  -0.917
H  2.002  1.252  0.155

Its multiplicity is 1. For the strongest force on any atom, the calculation gives 5.421 eV/Å. The charge is +2. The LUMO energy (alpha / beta) comes out at -10.7 / -9.6 eV. Its molecular weight is 172.3 g mol⁻¹. The calculation puts the relative energy (zero: lowest compared OMol25 entry of this formula, charge and spin) at 0.00 kcal per mole. The total energy is -1138.53294 Eh. As for the SMILES: CSC1=C2SCC=[N+]2C=[NH+]1.